The following is a DFT calculation (wB97M-V/def2-TZVPD) of a 2-piece molecular cluster, C4H14NOS overall.

Geometry as ORCA input:
```
! wB97M-V def2-TZVPD RIJCOSX def2/J DEFGRID3
* xyz 1 1
C 1.701 -0.500 -0.517
C 0.671 -0.042 -1.593
C -0.710 -0.741 -1.562
S -1.841 -0.381 -0.184
C -3.177 0.774 -0.773
N 1.277 0.038 0.831
H 1.665 -1.573 -0.352
H 2.677 -0.073 -0.735
H 0.993 -0.248 -2.605
H 0.544 1.030 -1.446
H -0.629 -1.832 -1.563
H -1.357 -0.517 -2.419
H -3.642 1.080 0.159
H -3.813 0.147 -1.383
H -2.738 1.628 -1.269
H 1.528 1.018 0.991
H 0.237 -0.010 1.017
H 1.866 -0.359 1.573
H 3.699 0.969 2.984
H 2.703 0.916 4.083
O 2.772 0.758 3.132
*
```

Computed properties:
Kohn-Sham gap   0.3418 hartree
E_LUMO   -0.110 hartree
E_tot   -688.7425 Eh
ΔE to the lowest compared entry with this formula, charge and spin   12.7 kcal/mol
HOMO   -12.3 eV